Density functional theory data (ωB97M-V with the def2-TZVPD basis set) for 2 unconnected molecules or ions with the total composition C5H9IN2.

Output
* ΔE to the lowest compared entry with this formula, charge and spin: 233.5 kJ/mol
* orbital gap: 7.994 eV
* highest occupied orbital energy: -7.289 eV

Each line ends with the natural charge from an NBO analysis.
Atoms and positions in Å:
I 2.7396 -0.0873 -0.1891  0.115
N -0.5419 2.7598 -0.4464  -0.270
N -0.3816 -2.5287 1.3271  -0.798
C 1.7453 -1.5754 0.8041  -0.532
C -0.3575 -0.9789 -0.4546  -0.682
C -0.9302 3.2823 -1.5351  -0.310
C -0.0249 2.1248 0.4139  -0.001
C 0.3832 -1.7518 0.5556  0.185
H 0.0727 2.4003 1.4721  0.199
H 0.0629 -3.1687 2.1201  0.401
H -1.1937 -2.9859 0.7406  0.384
H -1.4578 -1.1113 -0.2251  0.202
H -0.3421 -1.3849 -1.4249  0.228
H -0.1332 0.0789 -0.5314  0.267
H -1.8384 3.1225 -1.9781  0.196
H 2.4191 -2.2031 1.3637  0.221
H -0.2214 4.0074 -2.0125  0.194

Cartesian forces, eV/Å:
I 0.73 0.38 -0.39
N -0.61 0.27 -0.83
N -2.47 -4.39 1.54
C -2.46 -0.31 -0.94
C -2.64 0.14 0.49
C 2.88 2.01 -0.27
C 0.95 -0.59 1.86
C 4.56 1.40 0.50
H -0.37 0.01 -0.46
H -1.21 1.86 -2.74
H 2.16 0.92 2.07
H 0.95 0.61 0.07
H 0.77 -0.73 -1.42
H 0.16 -0.06 0.29
H -2.24 -0.52 -0.58
H -0.44 -0.12 0.38
H -0.72 -0.88 0.40